10 unconnected molecules or ions with the total composition C48H123N7O20, computed with ωB97M-V with the def2-TZVPD basis set.

```
198
C48H123N7O20 (ωB97M-V with the def2-TZVPD basis set)
C 6.46850 -0.71353 -7.86792
O 6.56104 -0.75805 -6.46274
C 6.27554 -2.03715 -5.94607
C 6.45199 -1.96406 -4.41739
N 5.92635 -3.17027 -3.79034
C 6.13609 -3.15578 -2.31456
C 5.45081 -4.29690 -1.69215
O 6.29005 -5.44870 -1.78906
C 5.91720 -6.58098 -1.09036
H 6.97733 -1.59385 -8.29942
H 7.00626 0.17228 -8.19076
H 5.42954 -0.68392 -8.21069
H 6.96963 -2.79908 -6.35933
H 5.23901 -2.30406 -6.20747
H 5.91023 -1.06079 -4.08613
H 7.52252 -1.73923 -4.20999
H 6.57903 -3.90185 -4.13484
H 5.70252 -2.26040 -1.86756
H 7.20716 -3.23134 -2.07574
H 4.48948 -4.55596 -2.16069
H 5.24249 -4.16406 -0.60767
H 5.94119 -6.36443 0.00002
H 6.67353 -7.34057 -1.27323
H 4.92994 -6.96637 -1.38380
C 8.32950 -5.68543 -4.37614
O 7.25609 -5.51215 -5.25830
C 7.36232 -6.28109 -6.41659
C 5.98425 -6.47689 -6.99414
N 5.16729 -7.37394 -6.29993
C 4.82480 -6.97312 -4.98697
C 3.84443 -5.84183 -4.92934
O 2.76018 -6.02477 -5.73192
C 2.10807 -7.21449 -5.44857
H 8.36434 -6.70914 -3.98066
H 8.21469 -5.03935 -3.50053
H 9.29393 -5.39310 -4.83061
H 7.81260 -7.26913 -6.22178
H 7.95763 -5.75613 -7.18228
H 6.11986 -6.83914 -8.02225
H 5.54701 -5.46346 -7.16396
H 4.38147 -7.62638 -6.87037
H 5.71958 -6.68151 -4.45124
H 4.38318 -7.82049 -4.45582
H 4.27059 -4.85190 -5.07749
H 3.44125 -5.78991 -3.88940
H 1.80917 -7.23115 -4.39762
H 2.68683 -8.07831 -5.78122
H 1.20968 -7.17719 -6.06663
C 16.75697 1.21573 -5.21500
O 15.93205 1.15258 -4.12400
C 15.29352 -0.04123 -4.05813
C 14.69800 -0.14265 -2.68676
N 13.76710 1.01382 -2.38687
C 13.38298 1.00714 -0.94007
C 14.27207 1.79683 -0.06053
O 14.57835 3.00796 -0.66438
C 15.00887 3.96300 0.25856
H 16.23666 0.89430 -6.13570
H 17.63940 0.55617 -5.14351
H 17.06782 2.24867 -5.31060
H 16.00925 -0.87819 -4.17541
H 14.56808 -0.13031 -4.87950
H 15.57293 -0.05962 -1.99996
H 14.25137 -1.10792 -2.45027
H 14.37033 1.84221 -2.48800
H 13.35403 0.00224 -0.51330
H 12.38367 1.44220 -0.86291
H 15.15924 1.23438 0.27147
H 13.65564 1.95443 0.84663
H 15.36798 4.84180 -0.28742
H 15.90203 3.61038 0.81381
H 14.22683 4.28560 0.95586
C 19.19525 -3.04250 -7.78064
O 17.99988 -2.74099 -8.35301
C 17.60680 -1.41033 -8.13419
C 16.20550 -1.32943 -8.57820
N 15.37894 -2.13721 -7.72864
C 13.93234 -1.99391 -7.91821
C 13.25364 -2.71955 -6.79365
O 11.90046 -2.78974 -7.06183
C 11.22643 -3.49874 -6.04172
H 19.95425 -2.28638 -8.01033
H 19.46818 -4.03950 -8.09757
H 19.10825 -3.07849 -6.67346
H 18.23822 -0.66175 -8.63357
H 17.61321 -1.25082 -7.03867
H 16.13117 -1.68604 -9.63580
H 15.88167 -0.28802 -8.69293
H 15.65158 -3.10093 -7.83430
H 13.66474 -2.55713 -8.83108
H 13.66511 -0.95364 -7.99523
H 13.41049 -2.17663 -5.84029
H 13.66317 -3.72804 -6.62210
H 10.17843 -3.50113 -6.30377
H 11.41668 -3.06433 -5.05422
H 11.60067 -4.53929 -6.03098
C 8.35099 -7.29609 2.57032
O 7.97192 -5.96423 2.71093
C 6.62996 -5.82510 3.15064
C 6.43563 -4.50559 3.73781
N 6.27386 -3.49814 2.74086
C 6.19244 -2.20042 3.37711
C 5.80766 -1.16860 2.35534
O 6.72944 -1.25503 1.27091
C 6.32078 -0.52716 0.17105
H 7.96421 -7.93673 3.36306
H 9.44650 -7.35322 2.54531
H 8.07649 -7.66482 1.56406
H 6.45425 -6.55734 3.95782
H 5.95750 -6.08857 2.32322
H 7.30875 -4.34589 4.39266
H 5.53976 -4.59793 4.36080
H 7.16327 -3.52494 2.22999
H 7.15216 -1.92052 3.84798
H 5.39595 -2.25296 4.12478
H 5.81692 -0.13633 2.73837
H 4.78635 -1.41812 1.99610
H 7.08607 -0.65216 -0.59160
H 6.19942 0.53111 0.41864
H 5.39053 -0.94806 -0.24267
C 11.38071 2.64026 -6.05280
O 10.11873 2.85849 -5.44675
C 9.22742 1.82809 -5.71866
C 8.15349 1.77165 -4.66978
N 8.67446 1.73327 -3.28905
C 8.88110 3.11852 -2.76769
C 9.23173 3.11839 -1.31661
O 10.49919 2.62292 -1.06115
C 11.57917 3.53008 -1.36160
H 11.30866 2.54886 -7.13882
H 11.90173 1.77703 -5.60626
H 12.01552 3.49790 -5.78910
H 9.76686 0.87195 -5.65236
H 8.76537 1.92027 -6.70882
H 7.55978 0.86624 -4.84291
H 7.43811 2.60529 -4.74214
H 9.66845 1.49135 -3.50390
H 7.99328 3.71700 -3.00139
H 9.70625 3.59906 -3.31722
H 8.47518 2.53790 -0.76010
H 9.06724 4.13522 -0.91143
H 12.15544 3.67200 -0.44608
H 11.22315 4.52950 -1.66483
H 12.15914 3.13925 -2.19969
C 11.71522 -5.47293 4.74061
O 12.41297 -4.57183 3.91954
C 12.58568 -5.06975 2.62833
C 13.17512 -3.96616 1.76737
N 12.87061 -4.24747 0.37440
C 13.60665 -3.34617 -0.54619
C 15.11830 -3.16129 -0.27092
O 15.38213 -1.83999 0.26811
C 16.72410 -1.66026 0.62077
H 11.43999 -4.97868 5.66027
H 12.33403 -6.36666 4.95701
H 10.82232 -5.85068 4.21778
H 11.65235 -5.44076 2.17681
H 13.32253 -5.89043 2.65764
H 14.24750 -3.99583 1.93784
H 12.76221 -2.97800 2.03061
H 11.89818 -3.97174 0.25099
H 13.13652 -2.33727 -0.44125
H 13.38759 -3.63977 -1.57616
H 15.60952 -3.24453 -1.27518
H 15.48614 -4.03492 0.29435
H 16.95250 -2.22645 1.53941
H 16.92176 -0.60854 0.81403
H 17.41343 -1.99056 -0.17238
C 9.88736 -1.65400 -2.93503
C 11.26316 -1.23316 -3.21284
O 11.24837 0.11211 -3.69046
O 9.29337 -0.89881 -1.84505
H 9.86210 -2.71752 -2.68789
H 9.26943 -1.56297 -3.85030
H 11.81076 -1.89427 -3.91092
H 11.83248 -1.26827 -2.26392
H 12.08483 0.53756 -3.40760
H 9.11238 0.02746 -2.13686
C 5.19714 1.08379 -2.63087
C 3.87215 1.27031 -2.03344
O 3.20504 2.51997 -2.43251
O 6.10159 1.93209 -1.92691
H 5.17769 1.21536 -3.72015
H 5.47776 0.02825 -2.41449
H 4.00160 1.22441 -0.93175
H 3.18112 0.45691 -2.27935
H 3.68877 3.27376 -2.06826
H 7.00640 1.86226 -2.32358
C 8.80423 -4.28482 -0.18255
C 9.25317 -3.14525 0.64944
O 10.41411 -2.49042 0.09030
O 9.54258 -5.44863 0.05797
H 8.79537 -4.06612 -1.24128
H 7.74462 -4.47162 0.07700
H 9.44131 -3.42846 1.69257
H 8.41805 -2.42597 0.70470
H 10.01716 -1.86595 -0.57027
H 9.37863 -5.69661 0.96477
```

The molar mass comes out at 1118.5 g/mol. Its lowest unoccupied orbital energy is 0.613 eV. Its orbital gap is 8.89 eV. The calculation puts the calculated total energy at -103140.0960 eV. The HOMO energy is -8.275 eV.